DFT (ωB97M-V/def2-TZVPD) results for a molecular structure, C11H10F3N5S3Tc.

```
33
Properties=species:S:1:pos:R:3:mulliken_charge:R:1
N -0.141 0.525 -1.801 0.201
H 1.953 1.266 -3.146 0.225
C 0.371 3.875 -1.686 0.480
Tc 0.265 2.001 -0.561 0.552
C 1.362 0.972 1.643 1.019
F 3.595 -0.842 3.471 -0.214
C 0.766 -0.026 3.694 -0.357
H 1.044 -0.441 4.655 0.501
H -1.345 -0.370 3.951 0.459
H -3.479 -3.806 -1.299 0.341
S 2.270 1.709 0.280 -0.065
C -1.685 -1.007 -2.166 0.245
C -0.900 0.549 2.076 -0.466
C -2.903 -1.846 -1.990 -0.519
S -0.531 -1.343 -3.454 -0.059
F 3.367 1.079 4.444 -0.212
C 1.767 0.471 2.854 -0.032
C 0.424 -0.036 -2.890 0.474
H -1.898 -3.787 -2.071 0.371
S -0.686 4.139 -0.403 -0.103
H -3.402 -1.952 -2.955 0.346
C -0.566 0.010 3.306 -0.773
N 0.062 1.010 1.271 -0.032
F 4.010 0.984 2.372 -0.268
N 1.089 3.199 -2.325 -0.391
H -2.091 -3.138 -0.436 0.319
C -2.564 -3.227 -1.414 -1.044
N 1.552 0.379 -3.428 -0.290
H -1.918 0.613 1.719 0.496
H -3.578 -1.298 -1.333 0.270
N -1.354 -0.016 -1.422 -0.462
H 1.929 -0.071 -4.249 0.262
C 3.216 0.423 3.297 0.728
```

Values from the calculation:
Lowest unoccupied orbital energy (spin up / spin down), eV: -9.54 / -9.26
M, Da: 463.4
Largest force on an atom, eV Å⁻¹: 0.61
Gap between HOMO and LUMO (spin up / spin down), eV: 6.804 / 7.342
Multiplicity: 2
Calculated total energy, eV: -61860.6296
Net charge: +2

---

DFT (ωB97M-V/def2-TZVPD) results for a molecular structure, C29H40F3N2O5PdS2Si.

```
83
Properties=species:S:1:pos:R:3:mulliken_charge:R:1
H 4.752 -3.829 -2.404 0.078
C 1.933 0.525 2.653 -0.862
C 2.340 -1.030 4.457 1.071
Si 1.503 -3.538 -1.875 0.230
C 1.735 1.384 -1.258 -0.547
C 3.540 -2.321 -3.353 2.246
C 1.879 2.772 -3.242 -1.009
H 0.541 -4.346 0.798 0.114
F -1.507 -2.398 1.342 -0.219
C 3.910 -0.865 2.623 -0.639
C 0.355 1.759 -1.143 -0.613
H 2.492 3.158 -4.048 0.396
H 3.297 -2.344 -5.498 0.460
H 2.710 -2.116 6.282 0.408
H 3.341 -6.598 -0.199 0.380
C 3.430 -1.613 -4.698 -2.144
O 2.677 -4.142 -0.888 0.404
H -3.355 2.598 -0.772 0.385
H 4.130 -2.194 4.283 0.299
C 3.520 -1.422 3.830 -0.592
N -0.349 1.293 -0.076 0.369
F 0.119 -2.537 2.749 -0.251
H 2.448 -2.676 1.289 0.020
C -0.435 -6.783 -3.062 -1.793
H 4.817 -1.173 2.120 0.533
H 2.128 -7.235 -3.944 0.558
S 0.190 -2.126 -1.092 -0.763
H -0.309 -7.186 -2.055 0.376
C 0.659 -5.762 -3.355 1.889
H 1.297 -5.551 1.854 0.492
O 0.486 -4.732 -2.388 -0.468
C 3.110 0.102 2.032 0.208
O 4.752 0.161 0.022 -0.736
C 3.662 -1.303 -2.229 -1.517
H -2.136 1.183 0.890 0.445
C 1.274 -5.152 0.837 -1.390
H -0.509 -4.701 -4.822 0.341
C 3.663 -5.799 0.471 -1.991
H 4.642 -5.446 0.142 0.365
O 3.700 2.277 0.689 -0.830
C -2.302 2.393 -0.908 -0.963
H 3.756 -6.205 1.481 0.359
C 1.873 -1.712 5.711 -1.544
H -2.090 3.527 -2.705 0.398
H 2.785 -0.655 -2.200 0.147
C 2.660 -4.650 0.447 1.959
H 1.343 1.313 2.198 0.521
C 0.558 3.107 -3.172 -0.974
C 3.118 -3.533 1.375 -1.663
H 0.951 -5.941 0.155 0.211
H -0.401 -7.607 -3.778 0.396
S 3.569 0.850 0.483 1.397
H 1.209 -2.542 5.453 0.242
Pd 0.868 -0.788 0.712 0.303
C -1.605 2.899 -1.966 -0.674
F -1.066 -0.711 2.600 -0.276
H 3.121 -3.864 2.417 0.551
H 2.570 -0.942 -4.691 0.390
H 0.637 0.263 4.335 0.310
C -1.617 1.591 0.028 -0.271
C -0.232 2.599 -2.113 0.735
H 0.529 -5.969 -5.508 0.463
C 1.562 -0.043 3.863 -0.693
C 2.467 1.906 -2.299 0.325
H 4.126 -3.213 1.102 0.450
H 1.314 -1.030 6.352 0.388
H 5.663 -2.731 -3.462 0.486
H 4.330 -1.028 -4.900 0.396
H -1.413 -6.303 -3.118 0.368
H 3.509 1.631 -2.393 0.457
C 0.470 -5.180 -4.754 -1.526
H 2.158 -6.824 -2.219 0.115
H 3.742 -1.796 -1.259 -0.054
H 1.235 -4.431 -4.955 0.072
H 2.824 -5.694 -3.404 0.079
H 0.100 3.752 -3.913 0.372
H 4.639 -3.996 -4.167 0.405
N 2.239 0.497 -0.316 1.428
C -0.469 -1.699 1.832 0.156
C 2.031 -6.419 -3.224 -1.253
H 4.550 -0.681 -2.360 0.854
C 4.727 -3.281 -3.346 -1.821
O 2.343 -3.090 -3.216 0.277
```

Values from the calculation:
Lowest unoccupied orbital energy, eV: 2.58
M, Da: 752.3
Largest force on an atom, eV Å⁻¹: 0.33
Gap between HOMO and LUMO, eV: 7.615
Calculated total energy, eV: -85129.0296
Net charge: -1

---

DFT (ωB97M-V/def2-TZVPD) results for a single C8H13N3OS molecule at a distorted geometry.

```
26
Properties=species:S:1:pos:R:3:mulliken_charge:R:1
N -1.165 -1.429 -0.304 -0.093
C 1.579 -2.220 2.836 -1.083
H 0.463 2.698 0.046 0.278
C -0.537 -0.235 -0.472 0.377
H 1.202 2.337 -1.473 0.310
H 0.780 -2.836 2.997 0.349
H -2.081 3.934 -1.687 0.344
C -1.203 0.684 -1.206 -0.665
H 0.272 3.876 -1.425 0.360
C -0.247 -2.342 0.058 -0.201
S -0.562 -3.919 0.225 -0.374
C -2.194 2.859 -1.916 -0.879
H 2.415 -2.545 3.459 0.364
H -2.379 2.808 -3.010 0.252
O 1.520 0.576 0.630 -0.666
C 0.322 2.807 -1.056 -0.872
H -2.072 -1.720 -0.719 0.321
N 0.888 -1.629 0.579 0.140
H 2.966 -1.681 1.194 0.375
N -0.986 2.052 -1.522 0.028
C 0.769 -0.301 0.216 0.684
H -2.187 0.475 -1.624 0.350
H 1.378 -1.197 3.150 0.298
H -3.056 2.382 -1.353 0.301
H 2.110 -3.260 1.043 0.310
C 2.005 -2.174 1.334 -0.607
```

Values from the calculation:
SMILES string: CCN1C(=O)/C(=C\N(C)C)NC1=S
Lowest unoccupied orbital energy, eV: 0.31
M, Da: 199.3
Largest force on an atom, eV Å⁻¹: 3.88
Gap between HOMO and LUMO, eV: 7.811
Calculated total energy, eV: -25858.8320

---

Q: Which formula does entry 3 have?
A: C8H13N3OS